{"formula": "C6H40N2O12", "method": "ωB97M-V with the def2-TZVPD basis set", "multiplicity": 1, "homo_ev": -8.7, "lumo_ev": 0.1, "fmax_ev_per_a": 7.1, "e_above_lowest_ev": 5.328, "molar_mass_da": 332.388, "energy_ha": -1264.83996, "orbital_gap_ev": 8.775, "symbols": ["C", "C", "N", "C", "C", "C", "C", "N", "H", "H", "H", "H", "H", "H", "H", "H", "H", "H", "H", "H", "H", "H", "H", "H", "H", "H", "O", "H", "H", "O", "H", "H", "O", "H", "H", "O", "H", "H", "O", "H", "H", "O", "H", "H", "O", "H", "H", "O", "H", "H", "O", "H", "H", "O", "H", "H", "O", "H", "H", "O"], "xyz": [[0.078, 2.356, -3.103], [-0.631, 1.130, -2.432], [-0.589, 1.245, -0.950], [0.671, 0.609, -0.422], [-2.667, 2.198, -0.084], [-1.828, 0.934, -0.208], [-2.687, -0.164, -0.958], [-1.712, -1.392, -1.035], [-0.807, 3.053, -3.243], [0.550, 2.142, -4.138], [0.865, 2.648, -2.475], [-1.551, 0.885, -2.949], [0.058, 0.323, -2.826], [1.059, -0.143, -1.264], [1.455, 1.364, -0.343], [0.622, 0.013, 0.517], [-2.627, 2.696, 0.861], [-3.764, 1.986, -0.136], [-2.648, 2.982, -0.835], [-1.618, 0.421, 0.668], [-2.680, 0.310, -1.983], [-3.736, -0.492, -0.719], [-0.813, -0.973, -1.055], [-1.876, -2.023, -0.234], [-0.288, -0.931, 3.065], [-0.280, -2.022, 4.158], [-0.590, -1.098, 3.981], [-2.411, -0.340, 2.909], [-2.701, -0.614, 4.236], [-3.145, -0.293, 3.474], [3.668, 2.308, 1.702], [3.244, 0.996, 2.149], [3.979, 1.436, 1.690], [1.149, 1.243, 3.398], [1.289, -0.137, 2.854], [1.818, 0.561, 3.207], [-0.678, 3.169, -0.671], [0.597, 3.211, 0.311], [-0.288, 3.645, 0.202], [0.413, -2.145, 0.894], [-0.279, -3.010, 1.820], [-0.300, -2.032, 1.539], [2.047, -2.539, -3.200], [1.727, -3.891, -2.397], [2.002, -2.988, -2.292], [-0.456, -1.587, -4.888], [-0.333, -2.171, -3.335], [0.111, -1.592, -4.080], [-0.995, 2.212, 3.754], [-0.386, 2.989, 2.564], [-0.250, 2.467, 3.245], [4.538, -0.294, -0.805], [3.858, 0.350, 0.451], [3.605, -0.051, -0.539], [-1.851, -2.693, -2.744], [-0.718, -3.170, -1.904], [-1.186, -3.512, -2.680], [1.781, -2.332, -0.715], [2.513, -1.326, 0.183], [1.814, -2.020, 0.193]], "nbo_charge": [-0.62, -0.26, -0.50, -0.45, -0.64, -0.06, -0.23, -0.93, 0.20, 0.21, 0.21, 0.20, 0.23, 0.20, 0.20, 0.22, 0.23, 0.21, 0.22, 0.20, 0.18, 0.23, 0.37, 0.39, 0.48, 0.48, -0.97, 0.46, 0.48, -0.94, 0.48, 0.51, -0.95, 0.51, 0.46, -0.97, 0.52, 0.46, -1.00, 0.50, 0.47, -1.01, 0.52, 0.49, -0.98, 0.48, 0.49, -1.02, 0.50, 0.49, -0.96, 0.48, 0.51, -1.01, 0.50, 0.47, -0.94, 0.50, 0.52, -1.02]}

***

{"formula": "C6H41NO13", "method": "ωB97M-V with the def2-TZVPD basis set", "multiplicity": 1, "homo_ev": -8.7, "lumo_ev": -0.2, "fmax_ev_per_a": 7.2, "e_above_lowest_ev": 4.814, "molar_mass_da": 335.388, "energy_ha": -1285.94046, "orbital_gap_ev": 8.476, "symbols": ["C", "C", "N", "C", "C", "C", "C", "H", "H", "H", "H", "H", "H", "H", "H", "H", "H", "H", "H", "H", "H", "H", "H", "H", "O", "H", "H", "O", "H", "H", "O", "H", "H", "O", "H", "H", "O", "H", "H", "O", "H", "H", "O", "H", "H", "O", "H", "H", "O", "H", "H", "O", "H", "H", "O", "H", "H", "O", "H", "H", "O"], "xyz": [[1.204, 0.845, -2.663], [1.031, 1.264, -1.156], [-0.211, 0.994, -0.396], [-1.898, 0.415, 2.517], [-1.466, 1.554, 1.681], [-0.053, 1.482, 1.065], [0.497, 2.943, 1.289], [1.913, 0.163, -2.974], [1.312, 1.748, -3.432], [0.249, 0.407, -2.922], [1.102, 2.362, -1.148], [1.811, 0.874, -0.463], [-1.097, 1.309, -0.755], [-1.726, 0.669, 3.598], [-2.921, 0.398, 2.681], [-1.566, -0.581, 2.150], [-1.464, 2.402, 2.378], [-2.220, 1.954, 0.854], [0.610, 0.818, 1.454], [-0.360, 3.692, 1.007], [0.581, 2.985, 2.360], [1.412, 3.268, 0.859], [3.848, 3.255, -0.432], [3.543, 1.948, 0.225], [3.838, 2.299, -0.611], [0.133, -3.495, -1.116], [0.638, -4.928, -1.287], [0.787, -3.972, -1.458], [0.847, -1.159, 4.213], [1.072, -1.229, 2.740], [1.303, -0.743, 3.530], [3.546, -3.337, 0.241], [2.187, -3.951, -0.319], [2.729, -3.749, 0.421], [1.040, -3.452, 1.608], [1.314, -1.898, 1.229], [0.781, -2.537, 1.547], [-3.133, 0.761, -1.821], [-3.773, 2.220, -2.041], [-3.443, 1.593, -1.447], [-2.493, -1.408, -1.991], [-3.402, -1.040, -3.291], [-3.225, -0.829, -2.382], [2.803, 0.094, 2.163], [3.033, 1.540, 2.556], [3.163, 0.887, 1.864], [-1.088, -1.623, -0.953], [-1.387, -3.039, -1.242], [-1.118, -2.201, -1.694], [-4.588, 1.498, 0.198], [-3.807, 0.405, 0.997], [-4.575, 1.067, 1.100], [-1.374, 4.159, -1.732], [0.172, 4.227, -1.658], [-0.651, 4.723, -1.753], [-0.784, -3.425, 0.886], [-1.982, -4.319, 0.751], [-1.255, -3.992, 0.277], [3.029, -1.483, -2.807], [2.318, -2.609, -2.262], [3.212, -2.221, -2.234]], "nbo_charge": [-0.61, -0.21, -0.69, -0.64, -0.43, -0.03, -0.64, 0.19, 0.21, 0.21, 0.15, 0.20, 0.37, 0.22, 0.23, 0.20, 0.21, 0.23, 0.18, 0.22, 0.21, 0.20, 0.46, 0.49, -0.95, 0.47, 0.49, -0.95, 0.48, 0.47, -0.97, 0.49, 0.49, -1.01, 0.53, 0.49, -0.99, 0.51, 0.48, -1.01, 0.50, 0.48, -1.00, 0.49, 0.48, -0.96, 0.48, 0.49, -0.94, 0.50, 0.46, -0.97, 0.47, 0.47, -0.94, 0.50, 0.49, -0.98, 0.46, 0.48, -0.94]}

***

{"formula": "C6H43N2O13", "method": "ωB97M-V with the def2-TZVPD basis set", "multiplicity": 2, "homo_ev": [-2.1, -9.7], "lumo_ev": [0.4, 0.3], "fmax_ev_per_a": 6.4, "e_above_lowest_ev": 4.260, "molar_mass_da": 351.411, "energy_ha": -1341.73814, "orbital_gap_ev": [2.542, 10.009], "symbols": ["C", "N", "C", "C", "C", "N", "C", "C", "H", "H", "H", "H", "H", "H", "H", "H", "H", "H", "H", "H", "H", "H", "H", "H", "H", "H", "H", "O", "H", "H", "O", "H", "H", "O", "H", "H", "O", "H", "H", "O", "H", "H", "O", "H", "H", "O", "H", "H", "O", "H", "H", "O", "H", "H", "O", "H", "H", "O", "H", "H", "O", "H", "H", "O"], "xyz": [[2.390, 2.071, 1.530], [3.008, 0.753, 1.458], [4.193, 0.696, 0.570], [4.831, -0.659, 0.810], [1.345, 2.231, 0.395], [-0.025, 2.059, 0.773], [-0.787, 3.347, 1.089], [-1.895, 3.672, 0.042], [3.156, 2.876, 1.665], [1.753, 2.009, 2.485], [3.058, 0.314, 2.308], [4.842, 1.660, 0.687], [3.720, 0.732, -0.486], [5.120, -0.702, 1.906], [5.684, -0.898, 0.374], [4.162, -1.391, 0.596], [1.547, 1.544, -0.479], [1.403, 3.280, -0.065], [0.063, 1.455, 1.744], [-0.616, 1.381, 0.174], [-1.328, 3.128, 2.096], [0.012, 4.105, 1.247], [-2.693, 2.859, 0.019], [-1.493, 3.778, -0.929], [-2.534, 4.501, 0.337], [-0.037, -0.448, -0.673], [0.575, -1.607, -1.202], [0.701, -0.722, -1.239], [-0.198, -1.242, 1.348], [1.144, -0.688, 1.299], [0.382, -0.737, 1.787], [-2.418, -4.419, 0.902], [-1.920, -3.739, 2.145], [-1.748, -3.847, 1.287], [-5.171, -1.781, 1.524], [-3.739, -1.479, 2.002], [-4.268, -2.004, 1.397], [1.684, 0.020, -2.170], [3.044, 0.505, -2.863], [2.154, 0.676, -2.660], [-1.497, -0.643, 2.962], [-1.906, -0.859, 1.454], [-2.270, -0.431, 2.310], [0.959, 1.717, -3.529], [0.393, 2.314, -5.156], [0.418, 2.208, -4.140], [1.016, -4.455, -0.701], [-1.484, -2.448, 0.060], [0.180, -3.913, -0.664], [1.724, -2.162, -3.753], [2.434, -2.615, -4.878], [2.374, -2.798, -4.026], [-4.269, -0.443, -1.765], [-4.264, -1.812, -1.124], [-3.623, -1.134, -1.341], [-0.583, 1.321, -1.777], [-1.652, 0.093, -1.751], [-1.357, 0.916, -1.513], [-2.384, -1.326, -0.447], [-0.529, -4.454, -0.092], [-1.515, -1.499, -0.078], [-2.713, 2.225, 3.018], [-2.035, 0.954, 3.439], [-1.850, 1.912, 3.357]], "nbo_charge": [-0.24, -0.66, -0.22, -0.60, -0.26, -0.64, -0.25, -0.66, 0.20, 0.20, 0.38, 0.17, 0.19, 0.19, 0.22, 0.21, 0.26, 0.21, 0.49, 0.48, 0.27, 0.20, 0.23, 0.22, 0.23, 0.51, 0.50, -1.00, 0.47, 0.48, -0.98, 0.46, 0.47, -1.07, 0.45, 0.49, -1.11, 0.50, 0.49, -1.01, 0.45, 0.49, -1.09, 0.52, 0.51, -1.06, 0.48, 0.51, -1.04, 0.46, 0.45, -0.92, 0.45, 0.47, -1.13, 0.49, 0.51, -0.97, 0.50, 0.49, -1.06, 0.47, 0.50, -0.98]}

***

{"formula": "C6H4AsS6Tc", "method": "ωB97M-V with the def2-TZVPD basis set", "multiplicity": 1, "homo_ev": [-16.3, -16.3], "lumo_ev": [-10.5, -10.7], "fmax_ev_per_a": 2.8, "molar_mass_da": 441.422, "energy_ha": -4936.05198, "charge": 2, "orbital_gap_ev": [5.785, 5.525], "symbols": ["Tc", "S", "C", "C", "C", "C", "C", "C", "S", "H", "H", "H", "H", "S", "As", "S", "S", "S"], "xyz": [[0.945, -0.530, -1.555], [-1.090, 0.500, -1.829], [-1.240, 0.811, -0.146], [-2.519, 0.908, 0.429], [-2.641, 1.235, 1.754], [-1.495, 1.442, 2.560], [-0.230, 1.336, 2.038], [-0.069, 1.046, 0.675], [1.500, 1.092, -0.030], [-3.393, 0.733, -0.184], [-3.624, 1.343, 2.192], [-1.613, 1.700, 3.604], [0.644, 1.489, 2.657], [4.978, -2.522, -1.390], [3.676, -3.017, -2.850], [2.270, -0.814, -3.222], [0.715, -2.339, -0.495], [3.186, -4.413, -4.210]], "nbo_charge": [0.08, 0.42, -0.16, -0.22, -0.09, -0.09, -0.22, -0.18, 0.41, 0.27, 0.27, 0.27, 0.27, -0.12, 0.88, 0.04, 0.25, -0.07]}

***

{"formula": "C6H4BrFNO2", "method": "ωB97M-V with the def2-TZVPD basis set", "multiplicity": 1, "homo_ev": -4.0, "lumo_ev": 3.4, "fmax_ev_per_a": 3.9, "e_above_lowest_ev": 0.844, "molar_mass_da": 221.005, "energy_ha": -3110.12429, "charge": -1, "orbital_gap_ev": 7.347, "symbols": ["C", "C", "C", "C", "C", "C", "N", "O", "O", "F", "Br", "H", "H", "H", "H"], "xyz": [[2.462, 0.627, 0.763], [2.600, -0.629, 0.070], [1.115, 0.854, 0.639], [-3.102, 0.086, -1.122], [-2.342, 0.111, 0.152], [1.341, -1.064, -0.195], [0.412, -0.139, 0.129], [-3.803, -0.498, -1.918], [-2.633, 1.279, -0.773], [-3.100, 0.111, 1.282], [0.792, -2.463, -1.261], [3.271, 1.341, 0.901], [3.482, -1.172, -0.071], [0.567, 1.681, 1.139], [-1.060, -0.125, 0.267]], "nbo_charge": [-0.38, -0.35, -0.06, 0.73, 0.22, -0.01, -0.57, -0.59, -0.49, -0.36, 0.00, 0.20, 0.19, 0.17, 0.30]}

***

{"formula": "C6H4Cl3FO4PdSSi", "method": "ωB97M-V with the def2-TZVPD basis set", "multiplicity": 1, "homo_ev": -9.9, "lumo_ev": -2.2, "fmax_ev_per_a": 1.1, "e_above_lowest_ev": 0.520, "molar_mass_da": 432.024, "energy_ha": -2828.11156, "orbital_gap_ev": 7.697, "symbols": ["Pd", "O", "S", "O", "O", "O", "Cl", "Si", "Cl", "Cl", "F", "C", "C", "C", "C", "C", "C", "H", "H", "H", "H"], "xyz": [[-0.818, -0.049, 1.447], [-0.307, 3.632, -0.864], [-0.892, 2.702, 0.023], [-0.958, 3.373, 1.485], [0.100, 1.596, 0.502], [-2.165, 2.093, -0.241], [-2.350, 1.634, 3.489], [-0.668, 2.062, 2.470], [-1.250, -1.801, 2.760], [0.954, 2.293, 3.610], [1.737, -2.758, -3.251], [1.199, -2.121, -2.199], [0.036, -1.401, -2.389], [-0.522, -0.730, -1.306], [0.120, -0.858, -0.096], [1.287, -1.556, 0.117], [1.838, -2.213, -0.976], [-0.416, -1.354, -3.369], [-1.416, -0.133, -1.420], [1.746, -1.615, 1.093], [2.744, -2.796, -0.884]], "nbo_charge": [0.54, -0.87, 2.55, -1.04, -0.97, -0.93, -0.26, 1.64, -0.51, -0.28, -0.31, 0.41, -0.26, -0.27, 0.07, -0.25, -0.26, 0.24, 0.26, 0.25, 0.24]}